1.
Molecular formula: C41H54Cl2CuN5OP2
Method: DFT, ωB97M-V/def2-TZVPD

As for the LUMO energy: 0.1534 Ha. As for the HOMO energy: 0.09 eV. The calculation puts the HOMO-LUMO gap at 4.09 eV. As for the net charge: -2.

Last column: natural (NBO) charge in e.
Cartesian coordinates (Å):
Cu1 1.200 0.418 0.445  0.740
C1 0.455 -6.426 -0.480  -0.241
C2 1.634 -5.699 -0.554  -0.206
C3 1.645 -4.422 -1.094  -0.238
C4 0.479 -3.851 -1.620  -0.225
C5 -0.713 -4.566 -1.468  -0.253
C6 -0.724 -5.839 -0.917  -0.213
P1 0.510 -2.101 -2.219  0.907
C7 1.569 -2.187 -3.736  -0.216
C8 2.876 -2.679 -3.689  -0.241
C9 3.719 -2.581 -4.785  -0.209
C10 3.289 -1.977 -5.957  -0.239
C11 2.005 -1.455 -6.010  -0.226
C12 1.164 -1.545 -4.910  -0.234
C13 -1.124 -2.042 -3.064  -0.358
C14 -2.008 -1.028 -2.712  -0.145
C15 -3.259 -0.954 -3.323  -0.234
C16 -3.631 -1.881 -4.284  -0.224
C17 -2.745 -2.888 -4.650  -0.246
C18 -1.503 -2.966 -4.045  -0.199
H1 0.448 -7.426 -0.062  0.195
H2 2.554 -6.122 -0.168  0.201
H3 2.552 -3.836 -1.065  0.251
H4 -1.651 -4.124 -1.777  0.219
H5 -1.663 -6.374 -0.824  0.196
H6 3.244 -3.123 -2.778  0.233
H7 4.731 -2.964 -4.714  0.201
H8 3.950 -1.900 -6.812  0.196
H9 1.656 -0.967 -6.913  0.198
H10 0.178 -1.104 -4.969  0.217
H11 -1.680 -0.302 -1.959  0.280
H12 -3.950 -0.170 -3.049  0.205
H13 -4.608 -1.819 -4.750  0.196
H14 -3.026 -3.610 -5.409  0.197
H15 -0.813 -3.753 -4.331  0.215
C19 5.614 -1.179 -0.908  -0.625
C20 4.172 -0.823 -1.230  -0.084
O1 3.283 -1.820 -0.746  -0.798
H16 6.281 -0.390 -1.262  0.196
H17 5.898 -2.126 -1.378  0.174
H18 5.734 -1.270 0.173  0.220
H19 4.039 -0.744 -2.316  0.142
H20 3.919 0.134 -0.776  0.234
H21 2.804 -1.435 0.014  0.528
N1 -0.388 0.927 -0.404  -1.585
P2 -1.082 1.402 0.881  2.211
N2 -0.367 2.646 1.797  -0.834
C21 -1.022 3.384 2.864  -0.196
C22 0.000 4.186 3.663  -0.408
C23 0.676 5.264 2.800  -0.405
C24 0.677 4.839 1.325  -0.402
C25 0.810 3.321 1.232  -0.238
N3 -1.618 0.185 1.937  -0.838
C26 -2.327 0.370 3.190  -0.214
C27 -3.281 -0.794 3.457  -0.407
C28 -2.520 -2.123 3.593  -0.399
C29 -1.237 -2.102 2.745  -0.416
C30 -1.413 -1.205 1.529  -0.213
N4 -2.639 2.163 0.648  -0.816
C31 -3.731 1.274 0.265  -0.204
C32 -4.927 2.095 -0.207  -0.410
C33 -4.599 2.837 -1.516  -0.399
C34 -3.093 3.129 -1.589  -0.414
C35 -2.552 3.369 -0.183  -0.222
H22 -1.522 2.691 3.535  0.202
H23 -1.796 4.070 2.475  0.150
H24 0.755 3.494 4.048  0.232
H25 -0.496 4.644 4.524  0.186
H26 1.706 5.398 3.140  0.208
H27 0.165 6.226 2.916  0.175
H28 1.511 5.300 0.791  0.204
H29 -0.247 5.165 0.837  0.180
H30 1.723 3.032 1.765  0.211
H31 0.932 2.998 0.198  0.242
H32 -2.895 1.301 3.136  0.202
H33 -1.628 0.448 4.037  0.186
H34 -3.994 -0.866 2.632  0.189
H35 -3.856 -0.585 4.364  0.193
H36 -3.168 -2.944 3.271  0.183
H37 -2.267 -2.308 4.641  0.190
H38 -0.974 -3.110 2.415  0.202
H39 -0.400 -1.717 3.330  0.229
H40 -2.264 -1.573 0.927  0.146
H41 -0.531 -1.249 0.891  0.248
H42 -4.015 0.668 1.125  0.198
H43 -3.434 0.577 -0.528  0.171
H44 -5.170 2.816 0.579  0.192
H45 -5.801 1.449 -0.334  0.194
H46 -5.164 3.773 -1.557  0.183
H47 -4.907 2.238 -2.377  0.188
H48 -2.900 3.993 -2.231  0.194
H49 -2.549 2.278 -2.006  0.225
H50 -3.109 4.198 0.282  0.156
H51 -1.506 3.668 -0.242  0.228
Cl1 5.133 2.058 0.829  -0.111
C36 4.313 1.938 2.380  -0.048
C37 4.767 2.766 3.377  -0.274
C38 4.167 2.777 4.639  -0.400
C39 3.093 1.905 4.842  -0.246
C40 2.638 1.088 3.836  -0.138
Cl2 1.283 0.040 4.217  -0.087
C41 3.144 1.041 2.454  0.102
N5 2.671 0.337 1.497  -1.128
H52 5.602 3.426 3.162  0.191
H53 4.513 3.433 5.427  0.181
H54 2.605 1.866 5.811  0.194

=====

2.
Molecular formula: C41H54ClN6SZn
Method: DFT, ωB97M-V/def2-TZVPD

As for the LUMO energy (alpha / beta): 0.0737 / 0.0764 Ha. As for the HOMO energy (alpha / beta): -2.99 / -2.89 eV. The calculation puts the HOMO-LUMO gap (alpha / beta) at 5.00 / 4.97 eV. As for the net charge: -1.

Last column: Löwdin charge in e.
Cartesian coordinates (Å):
Zn1 -0.640 -0.128 0.737  0.659
C1 -3.627 -4.288 3.862  -0.090
C2 -2.162 -4.641 3.574  -0.198
C3 -1.381 -3.422 3.200  -0.134
C4 -0.584 -2.674 3.990  -0.136
C5 -0.279 -2.838 5.444  -0.193
C6 -1.019 -1.793 6.289  -0.091
C7 -0.061 -1.581 3.160  -0.254
C8 0.988 -0.764 3.431  0.027
C9 1.666 0.164 2.530  -0.252
C10 3.045 0.419 2.622  -0.178
C11 4.010 -0.207 3.588  -0.211
C12 4.182 0.644 4.853  -0.104
C13 3.353 1.330 1.618  -0.178
C14 2.150 1.672 0.969  -0.215
C15 2.178 2.690 -0.080  -0.024
C16 1.140 3.319 -0.693  -0.287
N1 -0.144 3.137 -0.037  -0.186
C17 0.167 2.186 -3.154  -0.252
C18 -0.879 -0.177 -2.481  -0.218
C19 -1.314 -1.434 -2.281  -0.226
N2 -1.277 -1.621 -0.820  0.085
C20 -1.773 -2.836 -0.604  -0.243
C21 -1.909 -3.372 0.728  0.008
C22 -1.389 -2.804 1.858  -0.237
N3 -0.660 -1.651 1.925  0.004
C23 -2.129 -3.466 -1.852  -0.143
C24 -1.846 -2.595 -2.878  -0.160
C25 -1.934 -2.789 -4.362  -0.190
C26 -0.538 -2.718 -4.990  -0.093
C27 -2.796 -4.804 -1.982  -0.206
C28 -4.322 -4.653 -2.022  -0.097
C29 0.713 3.432 -3.410  -0.219
C30 1.383 3.829 -2.193  -0.075
C31 2.552 4.782 -2.337  -0.224
C32 3.767 4.171 -3.052  -0.087
C33 0.881 3.981 -4.794  -0.212
C34 1.200 2.850 -5.776  -0.104
N4 1.103 0.882 1.511  0.052
C35 4.728 1.802 1.235  -0.204
C36 5.249 1.039 0.009  -0.094
H1 -4.082 -3.841 2.977  0.071
H2 -3.685 -3.564 4.676  0.066
H3 -4.198 -5.175 4.145  0.063
H4 -2.122 -5.368 2.759  0.101
H5 -1.722 -5.107 4.458  0.096
H6 0.797 -2.721 5.603  0.105
H7 -0.561 -3.839 5.778  0.097
H8 -0.766 -0.790 5.946  0.071
H9 -0.750 -1.884 7.343  0.064
H10 -2.098 -1.921 6.192  0.066
H11 1.488 -0.917 4.381  0.092
H12 4.984 -0.325 3.105  0.097
H13 3.665 -1.205 3.866  0.099
H14 4.506 1.653 4.589  0.068
H15 4.924 0.209 5.527  0.060
H16 3.233 0.728 5.385  0.067
H17 3.170 2.912 -0.460  0.087
H18 -1.396 1.521 -2.620  0.027
H19 -2.409 -4.328 0.824  0.082
H20 -2.557 -2.001 -4.796  0.112
H21 -2.399 -3.750 -4.594  0.097
H22 -0.053 -1.779 -4.719  0.066
H23 -0.579 -2.784 -6.079  0.063
H24 0.090 -3.526 -4.611  0.076
H25 -2.516 -5.429 -1.132  0.097
H26 -2.458 -5.312 -2.890  0.100
H27 -4.669 -4.165 -1.110  0.072
H28 -4.822 -5.620 -2.116  0.062
H29 -4.612 -4.027 -2.868  0.069
H30 2.849 5.121 -1.344  0.103
H31 2.217 5.658 -2.901  0.104
H32 4.182 3.346 -2.470  0.062
H33 4.548 4.922 -3.193  0.068
H34 3.493 3.774 -4.030  0.057
H35 1.666 4.737 -4.809  0.092
H36 -0.050 4.467 -5.099  0.114
H37 1.493 3.239 -6.753  0.066
H38 0.331 2.206 -5.904  0.071
H39 2.010 2.232 -5.387  0.074
H40 5.414 1.645 2.070  0.096
H41 4.714 2.873 1.019  0.100
H42 5.360 -0.021 0.247  0.073
H43 6.216 1.426 -0.321  0.063
H44 4.538 1.116 -0.815  0.056
C37 -2.476 3.446 1.804  -0.096
N5 -2.969 2.562 0.761  -0.208
C38 -3.430 3.194 -0.469  -0.179
C39 -3.494 1.997 -1.446  -0.192
N6 -3.117 0.823 -0.609  -0.066
C40 -2.170 1.402 0.397  -0.404
S1 -0.711 1.848 -0.666  0.779
H45 -3.302 4.080 2.139  0.076
H46 -1.640 4.065 1.472  0.058
H47 -2.137 2.824 2.632  0.084
H48 -2.744 3.973 -0.826  0.110
H49 -4.417 3.633 -0.294  0.108
H50 -2.738 2.083 -2.207  0.052
H51 -4.469 1.874 -1.919  0.111
H52 -3.940 0.506 -0.113  0.103
Cl1 -0.250 1.134 -2.201  0.404
C41 1.185 0.541 -1.947  -0.207
H53 1.540 -0.175 -1.199  0.073
H54 2.106 0.731 -2.507  0.081

=====

Across the entries above, energy above the lowest of the compared OMol25 structures with the same formula, charge and spin takes the values 0.4587, 5.4637 eV, respectively.
Across the entries above, max |F| takes the values 0.0238, 0.1809 hartree/bohr, respectively.